{
  "formula": "C51H93N11O13S3",
  "method": "the ωB97M-V functional and the def2-TZVPD basis",
  "species": ["C", "C", "C", "S", "O", "C", "O", "O", "C", "C", "C", "C", "S", "C", "S", "N", "C", "C", "C", "C", "C", "C", "C", "C", "C", "C", "C", "C", "H", "H", "H", "H", "H", "H", "H", "H", "H", "H", "H", "H", "H", "H", "H", "H", "H", "H", "H", "H", "H", "H", "H", "C", "N", "C", "C", "O", "H", "H", "H", "H", "H", "H", "H", "C", "N", "C", "C", "O", "H", "H", "H", "H", "H", "H", "H", "C", "N", "C", "C", "O", "H", "H", "H", "H", "H", "H", "H", "C", "N", "C", "C", "O", "H", "H", "H", "H", "H", "H", "H", "C", "N", "C", "C", "O", "H", "H", "H", "H", "H", "H", "H", "C", "N", "C", "C", "O", "H", "H", "H", "H", "H", "H", "H", "C", "N", "C", "C", "O", "H", "H", "H", "H", "H", "H", "H", "C", "N", "C", "C", "O", "H", "H", "H", "H", "H", "H", "H", "C", "N", "C", "C", "O", "H", "H", "H", "H", "H", "H", "H", "C", "N", "C", "C", "O", "H", "H", "H", "H", "H", "H", "H"],
  "positions_angstrom": [[-2.90436, 0.72939, -1.71794], [-2.55374, -0.11874, -3.02099], [-1.40738, -1.15998, -2.77885], [0.14376, -0.61297, -1.91148], [-0.91612, -1.40325, -4.14671], [-0.65594, -2.79478, -4.15800], [0.29269, -3.35092, -4.58368], [-1.80140, -3.31983, -3.51651], [-1.73136, -2.61176, -2.23200], [-2.89138, -2.83756, -1.21777], [-2.31657, -3.30885, 0.19647], [-2.99019, -2.58309, 1.41205], [-2.38283, -0.86053, 1.65976], [-1.37464, -0.75418, 3.17512], [-2.03372, -1.22323, 4.61382], [0.00798, -0.29501, 3.18525], [0.85696, -1.44902, 2.90257], [1.68871, -1.93424, 4.01212], [2.53326, -3.10023, 3.83742], [2.59229, -3.84604, 2.58963], [1.77885, -3.35126, 1.46678], [0.92097, -2.17349, 1.64265], [0.23432, 0.80878, 2.27416], [1.33929, 0.92812, 1.34455], [1.49370, 2.07336, 0.42989], [0.49018, 3.13292, 0.46799], [-0.61835, 3.05691, 1.42842], [-0.75053, 1.92160, 2.31920], [-3.92998, 1.16498, -1.78101], [-2.89851, 0.01289, -0.85828], [-2.11009, 1.49110, -1.49740], [-3.47105, -0.68641, -3.31822], [-2.23080, 0.63174, -3.79116], [-0.07286, 0.57943, -1.26741], [-0.71581, -2.95111, -1.86871], [-3.61547, -1.99220, -1.13458], [-3.48858, -3.71704, -1.59885], [-1.21023, -3.15801, 0.14361], [-2.47133, -4.41503, 0.35517], [-2.88352, -3.18488, 2.35110], [-4.09487, -2.50586, 1.19020], [1.67882, -1.43859, 5.00957], [3.13626, -3.47200, 4.70147], [3.21921, -4.75988, 2.46486], [1.85921, -3.91376, 0.50921], [0.31534, -1.84975, 0.76815], [2.10214, 0.12251, 1.27062], [2.34490, 2.10198, -0.28919], [0.62202, 3.96942, -0.25607], [-1.35085, 3.89477, 1.40955], [-1.60909, 1.90592, 3.03889], [-5.94187, -1.19496, 4.64865], [-5.84910, -2.26815, 3.68014], [-6.77766, -3.20532, 3.36592], [-8.09499, -3.16339, 4.09570], [-6.53221, -4.04982, 2.51201], [-5.80047, -0.24970, 4.12439], [-5.13820, -1.32315, 5.37738], [-6.89776, -1.18195, 5.16204], [-4.99424, -2.35877, 3.15213], [-8.72949, -3.97163, 3.73676], [-7.93650, -3.29729, 5.16719], [-8.60055, -2.21473, 3.90573], [3.54261, 5.27660, 3.69398], [2.15406, 5.00637, 3.37447], [1.20610, 5.84792, 2.89808], [1.58902, 7.28430, 2.64634], [0.07576, 5.42521, 2.68806], [4.16258, 4.61893, 3.08538], [3.70460, 5.04229, 4.74714], [3.81678, 6.31198, 3.50798], [1.81140, 4.06606, 3.51580], [0.72242, 7.82531, 2.26890], [1.91436, 7.75646, 3.57572], [2.38355, 7.33753, 1.89899], [6.75173, -0.04350, 1.32685], [6.45575, 0.84136, 2.43287], [5.78649, 2.01795, 2.41174], [5.26411, 2.50674, 1.08415], [5.61985, 2.64926, 3.45033], [6.30666, -1.01790, 1.53657], [7.83536, -0.15698, 1.25361], [6.36458, 0.33586, 0.38479], [6.77333, 0.57564, 3.35365], [4.75174, 3.45668, 1.22614], [6.09041, 2.66017, 0.38758], [4.55283, 1.78875, 0.67272], [0.46073, 8.71798, -1.68192], [0.17813, 7.34296, -1.32197], [-0.84035, 6.55058, -1.75154], [-1.82654, 7.13685, -2.72841], [-0.93419, 5.40194, -1.34496], [1.45726, 8.76297, -2.12570], [0.45010, 9.32376, -0.77347], [-0.26548, 9.11288, -2.38665], [0.79624, 6.88224, -0.67018], [-2.57555, 6.38705, -2.97491], [-2.33084, 7.99710, -2.28447], [-1.31676, 7.43212, -3.64725], [2.29248, -4.25229, -6.64066], [3.64923, -4.46916, -6.17104], [4.36717, -5.62256, -6.17476], [3.70671, -6.85787, -6.72833], [5.51141, -5.63535, -5.73816], [2.31751, -3.49106, -7.42427], [1.69138, -3.88385, -5.80685], [1.84651, -5.16214, -7.03437], [4.15362, -3.68460, -5.78635], [4.39902, -7.69538, -6.66546], [2.81608, -7.10082, -6.14595], [3.44231, -6.70543, -7.77656], [-1.67747, 7.97203, 6.60097], [-0.32257, 8.47108, 6.72462], [0.83644, 7.75995, 6.77670], [0.74441, 6.25842, 6.69910], [1.90666, 8.34073, 6.88249], [-2.12108, 8.39229, 5.69615], [-2.25186, 8.30903, 7.46649], [-1.70940, 6.88756, 6.54727], [-0.18317, 9.46885, 6.78191], [1.74455, 5.83249, 6.75224], [0.15969, 5.87272, 7.53632], [0.29029, 5.95999, 5.75138], [-2.26687, -5.60026, -5.63477], [-3.10746, -4.49502, -6.05194], [-4.07186, -4.48349, -7.00971], [-4.33458, -5.76408, -7.76051], [-4.69525, -3.45722, -7.23993], [-2.43671, -5.77828, -4.57165], [-1.22382, -5.31582, -5.78609], [-2.47883, -6.50844, -6.19245], [-2.98815, -3.60425, -5.59255], [-5.12704, -5.59716, -8.48738], [-3.43603, -6.07930, -8.29408], [-4.65657, -6.54626, -7.07067], [4.80725, -5.98267, -12.52174], [4.19047, -6.58265, -11.35562], [2.86653, -6.71081, -11.07394], [1.87720, -6.17372, -12.07583], [2.51118, -7.24806, -10.03477], [5.42454, -6.73644, -13.01441], [5.44685, -5.16159, -12.19217], [4.07005, -5.60522, -13.22466], [4.79116, -6.96477, -10.63995], [0.86705, -6.34940, -11.71154], [2.01677, -5.09884, -12.20436], [1.99409, -6.68564, -13.03269], [-6.61584, 4.34080, 4.19419], [-6.91467, 2.96238, 4.52833], [-7.92884, 2.18328, 4.06578], [-8.88975, 2.79056, 3.07666], [-8.03892, 1.02896, 4.45308], [-5.61000, 4.38543, 3.77201], [-6.64173, 4.93348, 5.11083], [-7.32460, 4.75048, 3.48024], [-6.31325, 2.48837, 5.18582], [-9.63820, 2.04970, 2.80300], [-9.39783, 3.64763, 3.52234], [-8.35828, 3.09576, 2.17347], [7.42776, -2.57524, 7.23865], [7.23124, -2.07411, 5.89277], [6.13123, -1.47027, 5.37064], [4.93930, -1.27693, 6.27357], [6.13078, -1.10331, 4.20331], [8.28258, -2.05911, 7.67977], [7.64921, -3.64280, 7.18252], [6.55254, -2.42127, 7.86327], [7.98783, -2.16913, 5.23163], [4.14209, -0.78422, 5.72001], [4.57153, -2.24389, 6.62255], [5.21082, -0.64664, 7.12217]],
  "total_energy_ev": -129909.82223,
  "e_homo_ev": -8.22,
  "e_lumo_ev": -0.80,
  "homo_lumo_gap_ha": 0.273,
  "smiles": "CC[C@]1(S)OC(=O)O[C@@H]1CCCSC(=S)N(c1ccccc1)c1ccccc1.CNC(C)=O.CNC(C)=O.CNC(C)=O.CNC(C)=O.CNC(C)=O.CNC(C)=O.CNC(C)=O.CNC(C)=O.CNC(C)=O.CNC(C)=O",
  "largest_force_ev_per_a": 3.5
}

---

{
  "formula": "C56H59N9O4",
  "method": "the ωB97M-V functional and the def2-TZVPD basis",
  "species": ["C", "O", "C", "C", "C", "C", "C", "C", "C", "C", "C", "C", "C", "O", "C", "C", "C", "O", "N", "C", "O", "H", "H", "H", "H", "H", "H", "H", "H", "H", "H", "H", "H", "H", "H", "H", "H", "H", "H", "H", "C", "C", "C", "N", "C", "C", "H", "H", "H", "H", "H", "C", "C", "C", "N", "C", "C", "H", "H", "H", "H", "H", "C", "C", "C", "N", "C", "C", "H", "H", "H", "H", "H", "C", "C", "C", "N", "C", "C", "H", "H", "H", "H", "H", "C", "C", "C", "N", "C", "C", "H", "H", "H", "H", "H", "C", "C", "C", "N", "C", "C", "H", "H", "H", "H", "H", "C", "C", "C", "N", "C", "C", "H", "H", "H", "H", "H", "C", "C", "C", "N", "C", "C", "H", "H", "H", "H", "H"],
  "positions_angstrom": [[-1.24024, -2.51666, -1.68343], [-0.44197, -1.97146, -2.73122], [0.71553, -1.33183, -2.20011], [1.86582, -1.51115, -3.21932], [2.47517, -0.16747, -3.65497], [3.46619, 0.41026, -2.58475], [3.23347, 1.90115, -2.46126], [3.57949, 2.80372, -3.46046], [3.34030, 4.14911, -3.36284], [2.72590, 4.70115, -2.23835], [2.44583, 6.18700, -2.18829], [2.86796, 6.75452, -0.78791], [1.83826, 7.64160, -0.12561], [3.07327, 8.13115, -0.73534], [2.38818, 3.81053, -1.25148], [2.63637, 2.43730, -1.35092], [2.13182, 1.79231, -0.07197], [1.84476, 0.64840, 0.19407], [2.07577, 2.88786, 0.82374], [1.67616, 4.03629, 0.07482], [0.91805, 4.89433, 0.45480], [-2.22119, -2.82317, -2.04972], [-1.36633, -1.75788, -0.89461], [-0.71842, -3.39410, -1.28072], [0.97608, -1.76847, -1.22600], [0.48597, -0.26103, -2.07713], [1.48647, -2.09541, -4.06191], [2.67796, -2.07563, -2.73645], [1.65042, 0.56252, -3.70908], [2.91145, -0.19034, -4.66267], [3.24233, -0.09521, -1.64373], [4.50395, 0.26418, -2.90471], [4.05063, 2.37897, -4.34539], [3.62480, 4.76246, -4.21341], [1.39749, 6.45213, -2.32068], [3.13801, 6.74023, -2.82991], [3.45684, 6.10106, -0.14070], [0.95210, 7.80001, -0.74456], [1.86040, 7.64173, 0.95738], [1.37532, 2.80711, 1.56319], [-3.74803, -7.82941, -1.36315], [-4.10069, -6.99362, -0.31628], [-3.33596, -5.85749, -0.10155], [-2.27727, -5.52231, -0.84115], [-1.95483, -6.34112, -1.84186], [-2.65292, -7.49952, -2.14573], [-4.31955, -8.72661, -1.56703], [-4.94717, -7.21258, 0.31713], [-3.57649, -5.17182, 0.70422], [-1.08876, -6.04426, -2.42501], [-2.34588, -8.12557, -2.97277], [-9.26850, -4.63915, 1.75881], [-9.05575, -5.96793, 2.08576], [-7.93502, -6.60194, 1.57129], [-7.04764, -6.00064, 0.77170], [-7.27239, -4.72168, 0.46809], [-8.35903, -3.99817, 0.93296], [-10.13178, -4.10904, 2.14208], [-9.74279, -6.50386, 2.72650], [-7.72923, -7.64006, 1.80421], [-6.53638, -4.26210, -0.18415], [-8.48917, -2.96115, 0.65483], [4.35583, 8.44906, 4.36339], [3.71637, 7.79229, 3.32451], [3.03536, 6.61864, 3.61017], [2.96182, 6.08124, 4.82840], [3.58539, 6.72772, 5.81481], [4.29041, 7.90877, 5.63672], [4.89754, 9.36921, 4.18211], [3.74489, 8.18075, 2.31401], [2.51705, 6.07140, 2.82794], [3.51219, 6.26850, 6.79222], [4.77478, 8.38976, 6.47553], [2.61149, -2.67762, 1.45312], [2.78990, -4.02914, 1.69889], [3.88810, -4.66022, 1.13361], [4.78246, -4.04263, 0.36264], [4.59127, -2.74262, 0.13700], [3.53028, -2.01608, 0.65618], [1.76781, -2.14590, 1.87560], [2.09426, -4.58286, 2.31481], [4.06937, -5.71652, 1.30132], [5.33322, -2.26680, -0.49621], [3.42523, -0.96419, 0.44166], [-4.00827, 6.82871, -1.32686], [-3.89200, 8.18640, -1.08089], [-2.62489, 8.74798, -1.08269], [-1.50635, 8.05745, -1.30514], [-1.64153, 6.75065, -1.53736], [-2.86029, 6.09141, -1.56111], [-4.98029, 6.35164, -1.33502], [-4.76366, 8.79779, -0.89157], [-2.48694, 9.80757, -0.89707], [-0.71701, 6.20998, -1.71109], [-2.90697, 5.02888, -1.75692], [7.73484, 4.31712, 8.49032], [7.80687, 5.69635, 8.38855], [6.62213, 6.41527, 8.36823], [5.41371, 5.85693, 8.43775], [5.36651, 4.52827, 8.53340], [6.48959, 3.71635, 8.56528], [8.63695, 3.71862, 8.51044], [8.75955, 6.20437, 8.32637], [6.63092, 7.49745, 8.29239], [4.37073, 4.10104, 8.58557], [6.38980, 2.64263, 8.64583], [-10.27866, -11.82804, 1.57873], [-10.62054, -10.98527, 2.62320], [-9.84881, -9.85334, 2.83197], [-8.79138, -9.52797, 2.08747], [-8.47885, -10.35335, 1.08858], [-9.18527, -11.50815, 0.79157], [-10.85649, -12.72206, 1.38102], [-11.46647, -11.19956, 3.26184], [-10.08147, -9.16332, 3.63630], [-7.61327, -10.06463, 0.50087], [-8.88566, -12.13920, -0.03382], [3.07815, -1.72924, -9.31299], [4.11820, -2.00995, -8.44228], [3.95482, -1.69441, -7.10257], [2.85455, -1.13217, -6.60227], [1.86608, -0.86875, -7.45639], [1.92516, -1.14683, -8.81310], [3.16502, -1.96124, -10.36705], [5.03521, -2.46356, -8.79274], [4.74105, -1.89897, -6.38302], [0.98465, -0.41011, -7.01995], [1.09038, -0.91278, -9.45943]],
  "total_energy_ev": -80626.86315,
  "e_homo_ev": -8.96,
  "e_lumo_ev": -0.05,
  "homo_lumo_gap_ha": 0.327,
  "smiles": "COCCCCc1ccc(C[C@@H]2CO2)c2c1C(=O)NC2=O.c1ccncc1.c1ccncc1.c1ccncc1.c1ccncc1.c1ccncc1.c1ccncc1.c1ccncc1.c1ccncc1",
  "largest_force_ev_per_a": 2.6
}